{
  "formula": "C35H57N2O2P2Pt",
  "method": "wB97M-V/def2-TZVPD",
  "elements": ["Pt", "P", "P", "O", "O", "N", "N", "C", "C", "C", "C", "C", "C", "C", "C", "C", "C", "C", "C", "C", "C", "C", "C", "C", "C", "C", "C", "C", "C", "C", "C", "C", "C", "C", "C", "C", "C", "C", "C", "C", "C", "C", "H", "H", "H", "H", "H", "H", "H", "H", "H", "H", "H", "H", "H", "H", "H", "H", "H", "H", "H", "H", "H", "H", "H", "H", "H", "H", "H", "H", "H", "H", "H", "H", "H", "H", "H", "H", "H", "H", "H", "H", "H", "H", "H", "H", "H", "H", "H", "H", "H", "H", "H", "H", "H", "H", "H", "H", "H"],
  "coordinates": [[0.203, -0.352, 0.315], [0.304, -1.091, -1.925], [0.208, 0.992, 2.167], [-4.279, 0.659, 0.444], [-2.361, -1.833, 0.780], [1.653, 1.234, -0.322], [1.974, -1.569, 0.071], [-4.906, 1.799, -0.165], [-5.194, -0.230, 1.112], [5.112, -1.037, -1.825], [-0.835, -0.103, -3.024], [6.811, -2.488, -0.874], [1.795, -0.884, 3.472], [4.551, -2.562, -0.005], [-2.270, -0.601, -2.752], [2.111, -0.402, -2.012], [5.861, -3.041, 0.005], [-6.053, 1.468, -1.098], [3.131, 1.963, -2.019], [4.163, -1.597, -0.948], [-0.555, 3.575, 3.140], [-0.642, -0.933, 3.997], [-0.763, 1.393, -2.677], [3.506, 3.039, -1.210], [1.867, -3.081, -3.282], [3.066, 3.089, 0.108], [0.539, -2.901, -2.519], [-1.089, 2.365, 2.355], [-2.337, 1.809, 3.055], [1.756, 1.992, 1.995], [0.575, -3.823, -1.287], [2.236, 1.024, -1.514], [-1.389, -1.220, 0.613], [0.548, -0.002, 3.711], [-0.400, -0.282, -4.479], [6.434, -1.470, -1.766], [-0.583, -3.426, -3.434], [2.712, -1.217, -0.942], [-1.477, 2.841, 0.945], [-5.950, 0.397, 2.259], [0.787, 0.926, 4.911], [2.147, 2.130, 0.547], [-5.765, 0.725, -1.849], [0.792, -4.849, -1.627], [-0.998, 0.408, -5.097], [-2.128, 3.724, 1.036], [4.805, -0.261, -2.531], [0.226, 1.815, -2.899], [1.694, 2.986, 2.454], [-3.109, 2.596, 3.064], [2.563, -0.505, -3.003], [-6.349, 2.379, -1.623], [2.020, -2.327, -4.068], [-4.564, -1.046, 1.471], [-0.578, -1.293, -4.851], [0.662, -0.033, -4.624], [1.032, 0.297, 5.780], [-2.766, 0.950, 2.517], [2.568, 1.485, 2.548], [-1.408, 4.233, 3.363], [-0.845, -1.599, 3.152], [-1.579, -3.353, -2.986], [-0.996, 1.570, -1.616], [-5.258, 2.478, 0.628], [1.781, -1.386, 2.490], [2.724, -0.306, 3.543], [-1.562, -0.388, 4.236], [7.841, -2.851, -0.865], [3.796, -2.932, 0.700], [0.153, 4.167, 2.546], [3.546, 1.825, -3.017], [-0.086, 3.305, 4.095], [-0.604, 3.140, 0.348], [2.728, -3.088, -2.600], [-1.512, 1.932, -3.278], [7.182, -1.012, -2.414], [-2.150, 1.538, 4.103], [1.817, -1.663, 4.250], [-0.380, -4.495, -3.602], [-5.893, -0.630, 0.364], [-0.386, -1.554, 4.867], [3.392, 3.842, 0.820], [-0.385, -3.822, -0.756], [-6.635, 1.180, 1.920], [1.636, 1.605, 4.749], [-0.100, 1.516, 5.179], [-5.270, 0.816, 3.008], [-4.095, 2.297, -0.709], [-6.546, -0.377, 2.748], [-2.909, -0.322, -3.603], [-2.044, 2.070, 0.406], [6.133, -3.831, 0.705], [1.834, -4.068, -3.777], [-0.587, -2.964, -4.426], [-6.932, 1.104, -0.554], [1.357, -3.534, -0.567], [-2.332, -1.688, -2.636], [4.192, 3.794, -1.589], [-2.697, -0.148, -1.845]],
  "atomic_forces_ev_per_a": [[-0.44, 1.80, -0.71], [0.91, 0.40, -0.94], [0.68, 0.95, 1.07], [-0.37, 0.01, -0.01], [2.27, 1.45, -0.40], [-1.65, -1.43, 1.66], [1.26, 0.30, -0.45], [0.26, -0.14, 0.37], [0.36, 0.08, -0.49], [-0.25, -0.26, 0.26], [0.03, -0.13, 0.29], [-0.37, 0.01, 0.06], [-0.01, -0.01, -0.17], [0.30, -0.13, -0.14], [-0.17, -0.01, -0.16], [-1.20, 0.52, -0.78], [0.03, 0.39, -0.21], [-0.11, 0.00, -0.11], [0.29, 0.46, 0.26], [-0.42, 0.28, 0.21], [0.01, 0.12, 0.13], [-0.09, 0.00, 0.16], [0.07, 0.07, 0.18], [0.29, -0.33, -1.36], [0.15, 0.01, -0.09], [-1.15, -0.65, 1.30], [-0.13, -0.29, 0.20], [-0.21, -0.39, 0.02], [-0.27, 0.05, 0.08], [0.33, 0.13, -0.28], [0.19, -0.13, 0.35], [0.60, -0.80, -0.77], [-2.63, -1.84, 0.56], [-0.33, 0.06, 0.12], [-0.18, 0.11, -0.38], [0.00, -0.25, 0.19], [-0.13, -0.16, -0.09], [1.55, -0.68, 0.48], [-0.08, -0.07, -0.17], [-0.11, 0.13, 0.16], [0.05, -0.14, 0.30], [1.04, 1.07, -0.10], [-0.01, 0.06, 0.13], [-0.18, 0.31, 0.08], [0.24, -0.19, 0.10], [0.16, -0.21, 0.05], [0.21, -0.23, 0.24], [-0.28, -0.06, 0.06], [-0.18, -0.39, -0.06], [0.19, -0.21, -0.06], [0.02, -0.12, 0.24], [-0.01, -0.06, 0.02], [-0.04, -0.24, 0.18], [-0.15, 0.05, -0.08], [0.08, 0.40, 0.01], [-0.29, -0.02, 0.04], [-0.03, 0.19, -0.18], [0.16, 0.20, 0.14], [-0.33, -0.01, -0.42], [0.20, -0.20, -0.06], [0.07, 0.03, 0.17], [0.25, -0.09, -0.14], [0.12, -0.04, -0.30], [0.11, -0.01, -0.19], [-0.03, 0.17, 0.40], [-0.17, -0.17, 0.01], [0.25, -0.18, -0.06], [-0.35, 0.15, 0.02], [0.41, 0.00, -0.35], [-0.21, -0.13, 0.17], [-0.03, 0.10, 0.23], [-0.12, 0.13, -0.29], [-0.14, -0.10, 0.11], [-0.20, 0.09, -0.29], [0.20, -0.22, 0.12], [-0.21, -0.19, 0.13], [-0.01, 0.10, -0.31], [0.03, 0.29, -0.18], [-0.07, 0.28, 0.13], [0.11, -0.09, 0.22], [-0.11, 0.10, -0.23], [0.12, -0.11, -0.22], [0.11, -0.07, -0.13], [0.09, -0.08, 0.10], [-0.22, -0.13, 0.03], [0.23, -0.20, -0.11], [-0.08, 0.00, -0.12], [-0.19, -0.04, 0.09], [-0.01, 0.07, -0.01], [0.09, -0.04, 0.21], [0.21, 0.13, 0.13], [0.04, 0.26, -0.21], [0.01, 0.37, 0.22], [-0.07, -0.19, 0.35], [0.14, 0.03, -0.14], [-0.39, -0.19, -0.39], [-0.07, 0.34, -0.08], [-0.18, -0.18, 0.05], [0.19, -0.06, -0.18]],
  "s2": 2.02,
  "total_charge": 1,
  "homo_ev": [-7.14, -11.00],
  "multiplicity": 3,
  "e_tot_ha": -2429.60969,
  "homo_lumo_gap_ev": [4.7, 7.1]
}

=====

{
  "formula": "C35H58Cl9N2O16Zr",
  "method": "wB97M-V/def2-TZVPD",
  "elements": ["Zr", "Cl", "Cl", "Cl", "Cl", "Cl", "Cl", "Cl", "Cl", "Cl", "O", "O", "O", "O", "O", "O", "O", "O", "O", "O", "O", "O", "O", "O", "O", "O", "N", "N", "C", "C", "C", "C", "C", "C", "C", "C", "C", "C", "C", "C", "C", "C", "C", "C", "C", "C", "C", "C", "C", "C", "C", "C", "C", "C", "C", "C", "C", "C", "C", "C", "C", "C", "C", "H", "H", "H", "H", "H", "H", "H", "H", "H", "H", "H", "H", "H", "H", "H", "H", "H", "H", "H", "H", "H", "H", "H", "H", "H", "H", "H", "H", "H", "H", "H", "H", "H", "H", "H", "H", "H", "H", "H", "H", "H", "H", "H", "H", "H", "H", "H", "H", "H", "H", "H", "H", "H", "H", "H", "H", "H", "H"],
  "coordinates": [[0.233, -1.463, -3.094], [2.880, -4.749, 7.645], [-4.305, -0.847, 4.168], [-4.971, -3.000, 2.266], [1.395, 5.895, 0.911], [1.158, -2.641, 8.921], [2.682, 4.698, 3.236], [1.846, -2.458, 5.990], [3.443, 3.899, 0.433], [-6.018, -0.416, 1.835], [-2.317, -2.889, 5.411], [-2.774, -2.866, 7.601], [-2.013, -2.064, -2.594], [0.194, -3.638, -2.536], [-1.370, -4.302, 6.768], [-4.095, -2.222, -3.223], [1.986, -2.848, -2.885], [1.584, 0.287, -3.533], [-4.092, 2.917, 3.358], [-4.017, 2.717, 5.560], [-1.253, 0.232, -3.320], [-1.669, 2.127, -2.237], [-3.730, -1.209, -1.482], [0.035, -0.973, -0.826], [-3.034, 1.496, -3.842], [-6.052, 2.379, 4.391], [2.780, 1.002, -3.881], [0.559, -0.523, 0.503], [-0.046, 0.760, 2.642], [-0.465, -0.111, 1.506], [3.948, 3.231, -3.996], [-2.672, 2.866, 5.231], [-0.887, -4.818, 5.549], [1.455, 2.979, -4.794], [2.164, -2.273, 1.615], [-5.505, -1.546, 3.080], [-3.649, 2.667, -3.296], [2.573, 2.491, -3.795], [2.093, 4.342, 1.584], [2.132, -5.142, -2.123], [2.388, -2.957, 7.655], [-1.058, -1.465, 2.040], [1.299, 0.381, 3.251], [-5.419, -1.874, -2.857], [2.062, 2.844, -2.383], [2.946, -0.409, -0.150], [-1.704, 0.717, 0.911], [-2.791, 3.205, 3.785], [-1.893, 1.261, -3.135], [1.960, -0.820, 1.024], [4.760, 2.702, -5.221], [2.690, 0.698, -6.467], [3.728, -1.033, -5.055], [2.394, 0.159, 2.158], [-4.813, 2.617, 4.412], [4.849, 1.077, -5.230], [1.407, -3.868, -2.582], [-3.180, -1.875, -2.451], [-2.128, -3.216, 6.698], [-5.134, -0.990, -1.723], [-1.425, -3.700, 4.703], [3.454, 0.508, -5.115], [-2.669, 3.139, -2.139], [2.101, 3.899, -2.111], [1.365, -5.866, -1.845], [4.525, 3.039, -3.091], [5.567, 0.759, -4.475], [-3.486, 3.505, -3.973], [-5.349, 0.057, -1.936], [1.732, -2.972, 0.899], [1.187, -0.474, 3.918], [3.129, 1.521, -7.030], [-5.806, -1.403, -0.971], [-2.312, 4.119, -2.456], [-6.296, -1.833, 3.774], [-2.103, 1.953, 5.404], [3.798, 4.310, -3.959], [-1.825, -1.239, 2.781], [-2.612, 4.223, 3.440], [-0.525, -3.139, 4.453], [3.280, -2.357, 7.834], [3.234, -2.481, 1.581], [-0.278, -2.050, 2.527], [-5.912, -1.280, -3.626], [1.363, 3.533, 1.587], [2.711, 2.223, -1.766], [3.220, -0.191, 2.776], [-2.551, 1.016, 1.529], [-6.140, -2.635, -2.557], [0.033, 1.777, 2.259], [-2.366, 3.745, 5.799], [2.648, 1.177, 1.862], [4.363, -1.351, -5.882], [2.876, 0.658, -0.360], [1.064, 2.434, -2.228], [-0.786, 0.695, 3.439], [1.656, -2.409, 2.569], [5.793, 3.047, -5.175], [-3.110, 3.182, -1.143], [-1.507, -2.188, 1.359], [2.577, -5.530, -3.039], [-1.415, -5.769, 5.471], [2.695, -0.213, -7.065], [1.968, 3.199, -5.731], [-4.679, 2.393, -3.068], [0.200, -4.888, 5.582], [-1.354, 1.653, 0.476], [1.623, 0.845, -6.300], [3.988, -0.585, 0.118], [-2.063, 0.195, 0.024], [4.290, -1.268, -4.151], [1.561, 1.216, 3.902], [0.660, 2.249, -4.943], [-2.143, 2.498, 3.268], [1.051, 3.918, -4.418], [4.399, 3.017, -6.200], [5.281, 0.631, -6.126], [-1.843, -3.951, 3.728], [3.038, -5.131, -1.517], [2.781, -1.573, -5.041], [2.778, -0.998, -1.051]],
  "atomic_forces_ev_per_a": [[2.37, 3.37, 5.97], [-0.52, 1.76, -0.02], [0.18, 0.06, -0.30], [0.45, -0.53, 0.02], [-0.02, -1.17, 0.44], [0.79, -0.22, -1.04], [-0.27, -0.56, -0.83], [0.08, -0.34, 0.98], [-0.76, 0.03, 1.25], [-0.25, 0.36, 0.24], [0.40, 0.20, 0.00], [-0.85, 2.00, 1.93], [2.37, -0.69, -0.62], [-4.69, -1.64, -0.20], [1.71, -0.73, 2.47], [-2.42, -3.64, -5.48], [4.56, 4.47, -2.23], [-1.28, -2.06, -0.74], [-0.62, -0.49, -0.32], [-2.96, -1.18, -0.32], [-0.03, 0.81, -0.48], [1.42, 1.18, 1.77], [-0.03, 1.89, 3.09], [1.18, -0.58, -0.19], [1.32, -0.24, 0.74], [5.33, 0.81, 0.35], [0.30, -0.35, 0.40], [0.65, 1.90, -0.57], [1.91, -0.29, 0.37], [-3.55, -2.27, -1.71], [-0.29, -1.63, -0.49], [-0.44, 1.34, 0.30], [-1.78, 0.22, 0.81], [1.55, 0.29, 0.11], [-0.28, 0.83, -2.02], [-0.11, 0.05, 0.63], [0.86, 1.08, 0.36], [-1.44, 0.56, -0.32], [1.00, 1.36, -0.70], [-1.01, -0.14, -1.82], [-0.16, -0.84, -0.16], [-0.03, 0.42, 0.94], [-0.13, 0.11, -0.37], [-0.69, 1.00, -1.05], [0.55, -1.65, -0.23], [-0.29, -1.18, 0.55], [1.27, -0.51, -1.82], [2.14, -0.16, -2.30], [-1.42, -2.05, -1.65], [0.68, 0.69, -1.13], [0.58, -1.58, 0.16], [-0.30, 0.05, 0.53], [-0.32, 0.69, 1.15], [-1.99, 0.58, 1.80], [-4.88, -0.58, 1.80], [-0.17, 2.73, 0.30], [0.64, -1.65, 2.63], [-0.50, 1.48, 1.82], [-1.05, -2.22, -0.98], [-0.53, 0.21, 1.32], [1.85, 0.47, -3.54], [-0.15, -2.21, -0.52], [-1.71, -0.50, -1.05], [0.14, -0.10, -0.27], [0.32, 0.04, 0.42], [0.15, -0.28, 0.05], [-0.50, -0.04, 0.60], [-1.11, -0.49, -0.69], [0.37, 0.01, 0.34], [-0.23, -0.17, 0.02], [0.02, -0.25, -0.12], [-0.38, -0.04, -0.14], [0.83, 0.86, 1.09], [0.56, -0.26, 0.48], [-0.28, 0.23, -0.62], [0.03, 0.15, 0.26], [-0.20, 0.02, -0.53], [-0.08, -0.12, 0.21], [0.44, 0.05, 0.51], [-0.12, 0.62, -0.08], [-0.24, -0.33, 0.19], [0.00, -0.01, 0.69], [0.03, 0.25, 0.19], [0.39, -0.45, -0.58], [0.12, 0.31, 0.01], [-0.02, 0.46, 0.59], [0.44, -0.47, -0.77], [0.25, -0.70, 0.64], [0.95, -0.92, -0.44], [-0.10, 0.25, 0.13], [0.73, -0.43, 0.19], [0.12, -0.14, -0.77], [-0.35, 0.14, -0.21], [-0.39, -0.18, -0.03], [-0.14, 0.19, -0.06], [-0.32, 0.18, -0.24], [0.52, 0.05, 0.05], [-0.04, 0.27, 0.11], [0.31, -0.26, -0.02], [0.05, 0.60, -0.74], [-0.18, -0.18, -0.44], [0.47, -0.23, -0.53], [0.52, 0.04, -0.08], [-0.47, -0.03, -0.31], [0.16, 0.53, 0.13], [-0.17, -0.16, -0.21], [0.48, 0.26, 0.13], [0.06, 0.40, 0.07], [0.04, -0.15, 0.32], [-0.34, -0.30, 0.18], [-0.21, -0.10, 0.22], [0.45, -0.04, 0.10], [0.11, 0.00, 0.13], [0.20, 0.47, -0.52], [-0.13, 0.01, -0.02], [-0.35, 0.22, 0.18], [-0.07, 0.67, -0.45], [-0.33, -0.27, 0.22], [-0.61, 0.88, 0.60], [0.12, -0.27, -0.14], [-0.17, 0.15, -0.11]],
  "total_charge": 1,
  "homo_ev": -9.31,
  "e_tot_ha": -6870.17413,
  "homo_lumo_gap_ev": 5.5
}